No. 1
This record from the OMol25 dataset describes a molecular structure, C16H35FeNO6P2S3Se at a distorted geometry. The level of theory is ωB97M-V/def2-TZVPD.

Geometry as XYZ:
```
65
Properties=species:S:1:pos:R:3:forces:R:3
C 2.3593 1.9372 -1.6736 0.018 0.002 0.026
Fe 0.6730 -0.0308 0.5193 -0.174 -0.840 0.689
H -0.3818 -1.7960 -3.7925 0.013 -0.005 -0.014
H 1.4060 2.3965 -1.9534 0.006 0.017 0.044
P 2.0225 1.0149 3.6296 0.111 -0.174 0.222
H 0.0483 -2.2033 -2.1375 -0.003 0.027 -0.033
O 3.4711 0.8376 4.3139 -0.153 -0.040 -0.041
O -0.7878 1.6672 -0.9743 -0.330 0.292 0.009
H 5.6056 3.3468 4.9818 0.003 -0.012 -0.001
H 5.0336 0.9780 2.0867 -0.006 0.070 0.069
H -0.7793 2.8084 3.2209 0.025 -0.022 -0.043
H 0.9635 1.5915 -4.0078 -0.008 0.024 0.013
H 3.1381 1.8528 -3.7367 -0.006 -0.030 -0.020
C 2.8125 2.5562 -0.3496 0.045 -0.068 0.031
H 4.3120 2.5873 2.2444 -0.017 0.012 -0.011
H 0.6194 3.9795 1.3570 0.036 0.002 0.062
O 2.0501 2.5519 3.2476 -0.091 -0.073 -0.457
H 1.7076 4.2948 4.1867 -0.017 0.013 0.017
H 1.2747 -2.2407 -3.3976 0.013 -0.020 0.012
C 4.6307 2.8545 4.9890 -0.030 -0.003 -0.029
Se 1.7521 -4.6600 -0.4669 -0.039 0.080 0.014
C 3.3278 -0.9450 -1.6844 -0.016 0.001 0.008
O 0.0738 1.6158 1.2523 -0.072 0.182 -0.341
H 3.0259 3.6168 -0.5075 -0.007 0.009 -0.002
S 0.6587 0.3842 4.8237 -0.032 -0.041 0.023
H 5.4414 0.9289 4.5408 0.001 0.012 -0.004
H 3.8876 3.5515 4.6015 0.020 -0.003 0.005
C 3.4080 2.2239 -2.7519 0.011 0.024 0.041
H 5.2386 -1.4407 -0.8544 0.013 0.004 0.004
C 5.0251 1.8924 2.6843 -0.001 -0.100 -0.007
S -1.2259 1.4343 0.4107 0.206 0.212 -0.042
C 1.1795 -3.0190 -0.0578 0.051 -0.079 -0.012
C 0.9109 0.5113 -4.1291 -0.008 -0.016 -0.032
H 4.2669 -0.1457 -3.5018 -0.012 -0.035 0.022
H -0.7242 4.4037 3.9833 0.004 -0.009 -0.007
O -1.3971 -0.0577 0.5861 0.261 0.053 -0.396
C 1.1850 3.7081 3.4229 0.059 0.063 0.201
H 2.9277 -1.9217 -1.4009 0.001 -0.021 0.031
H 3.0600 -1.3954 -3.8201 0.003 0.018 0.002
H 3.7262 2.0786 0.0136 -0.029 0.025 -0.018
H 0.0676 0.3045 -4.7925 0.007 -0.007 0.005
H 2.2257 4.6229 1.7703 0.001 0.005 0.008
C 1.2027 4.4882 2.1247 -0.032 0.025 -0.034
H 4.3781 1.8035 -2.4814 -0.031 0.035 0.005
H 4.2182 -0.5618 0.2849 -0.023 -0.012 -0.043
C 0.3997 -1.7023 -3.0347 -0.036 -0.019 0.038
C 4.6773 1.5968 4.1350 0.068 0.040 -0.028
H -0.2590 0.2183 -2.3917 0.015 -0.009 0.043
P 1.8695 0.1693 -1.4461 -0.074 0.102 -0.076
H 4.3725 2.6033 6.0176 -0.007 -0.004 -0.006
H 6.0202 2.3417 2.6481 -0.004 0.003 0.001
S 2.3158 -0.2105 1.9515 0.315 0.268 0.043
H 0.7667 5.4729 2.3047 -0.007 0.007 -0.021
O -2.2976 2.2524 0.8868 -0.039 -0.089 0.080
C 4.5074 -0.6349 -0.7615 0.014 0.058 0.042
H 2.0550 2.4662 0.4264 0.039 -0.007 -0.064
C 0.6542 -0.2122 -2.8035 0.012 0.020 -0.017
C 3.8323 -1.0722 -3.1272 -0.006 0.006 -0.011
H 4.6168 -1.8325 -3.1392 -0.003 -0.004 -0.004
H -0.2227 2.9656 4.8916 -0.011 0.012 0.012
N 0.8423 -1.9240 0.1389 -0.007 0.044 0.004
H 3.5365 3.3068 -2.8262 -0.007 -0.003 -0.012
H 1.8154 0.1726 -4.6369 -0.010 -0.002 0.022
C -0.2221 3.4349 3.9127 -0.006 0.015 -0.026
H 5.0038 0.2971 -1.0449 -0.018 -0.034 0.005
```
Forces are in eV/Å.

## Properties
* orbital gap (spin up / spin down): 6.58 / 7.77 eV
* spin multiplicity: 2
* expectation value of S²: 0.95
* net charge: -1
* relative energy (zero: lowest compared OMol25 entry of this formula, charge and spin): 0.233 eV
* E: -6679.47851 hartree
* LUMO (spin up / spin down): 1.2 / 2.4 eV
* HOMO level (spin up / spin down): -5.36 / -5.32 eV

***

No. 2
This record from the OMol25 dataset describes a molecular structure, C16H35MnO4S5SbSi at a distorted geometry. The level of theory is ωB97M-V/def2-TZVPD.

Geometry as XYZ:
```
63
Properties=species:S:1:pos:R:3:forces:R:3
C 2.4189 1.9630 2.8258 0.015 1.187 -0.330
H 5.2394 -3.1006 -5.9967 -0.591 0.490 0.176
H -3.1707 -1.2551 2.3033 0.035 -0.354 0.213
C -1.9942 3.7947 2.6058 -2.017 0.923 0.426
H 1.7533 -0.6278 -5.0919 0.261 -0.617 0.475
O 0.4420 1.7066 1.6237 -0.387 -0.438 0.609
S -1.7055 -0.5550 -3.7477 -0.240 -0.129 -0.075
C -2.8543 2.5786 2.7604 -0.496 -1.971 -2.155
H 1.5921 -2.3333 -4.4881 -0.041 -0.049 -0.432
Sb -3.6799 -2.1233 -3.8713 -1.009 -0.160 -1.666
H -1.1895 -1.5328 3.6676 -0.392 0.241 0.706
S -5.0776 -1.6517 -5.7752 1.217 -0.139 1.680
H -4.7301 3.6125 2.5183 -0.193 -0.017 -0.166
C 4.3381 -2.9349 -5.3682 -0.680 -0.486 -0.070
H -0.9533 -2.7008 -0.3732 -0.465 0.388 -1.304
H -3.2413 -2.8822 1.4907 0.123 0.234 0.180
C 3.2263 -1.9883 -5.9804 0.699 -1.274 0.357
Si -0.9559 0.9681 1.2338 -0.736 0.919 -1.169
O -0.7404 -0.6112 1.3431 0.172 -0.842 0.018
O -2.2879 1.4015 2.1078 1.137 -0.033 0.032
H -2.5924 4.6326 3.0326 0.310 -0.236 -0.522
H 1.5916 2.4701 -0.4936 -0.235 -0.030 -0.436
H 2.6742 -2.5729 -6.7421 0.390 0.676 0.049
H 3.2196 2.7347 0.2469 -0.108 0.114 -0.450
H 4.9487 -3.1669 -3.1981 -0.424 0.484 -0.590
H 1.8272 3.5694 0.9305 -0.120 -0.018 -0.574
S -4.5420 -1.0052 -1.8020 0.376 0.398 -0.304
C 2.2299 0.1175 1.0918 0.386 0.765 -1.084
C 2.2842 -1.5741 -4.8608 0.782 0.349 0.914
C -0.5379 -2.8516 0.5847 -0.876 -0.276 0.843
Mn -2.6924 0.2794 -1.9657 -0.587 -0.546 0.187
C -1.2418 -1.9440 1.6034 0.097 0.407 0.216
H 1.5622 -0.1668 0.2689 0.474 -0.017 -0.056
H -1.8241 3.9652 1.5635 0.510 0.288 -0.541
C -4.2266 2.7496 2.0801 0.572 -0.232 -0.037
H 3.4830 2.1757 2.8059 0.293 -0.033 0.098
H -1.1046 -3.3091 3.3158 0.152 0.698 -0.054
H 3.7134 -1.0921 -6.3668 -0.206 -0.101 -0.333
H 0.4960 -2.5820 0.5493 0.738 -0.004 0.066
C -3.0012 2.1973 4.1585 -0.267 0.621 2.045
H 2.2089 1.1810 3.5254 -0.081 -0.478 0.472
H -2.0262 2.1175 4.6090 0.516 -0.257 0.261
S 3.3893 -1.2388 -3.3585 -1.316 0.448 -0.568
S -1.4422 1.6915 -0.8134 0.700 0.259 1.095
C -0.7726 -2.2859 3.0313 -0.798 -0.633 -0.751
H 3.9045 -3.9463 -5.2654 0.018 0.377 0.044
H -3.5768 1.3008 4.4224 -0.012 0.306 -0.533
H -4.0235 2.8967 1.0113 -0.354 0.066 0.204
O 3.7377 0.2219 -3.4882 0.701 -1.083 -0.051
C -2.7799 -1.8856 1.4990 0.799 -0.641 1.126
H -3.4410 3.0930 4.5985 -0.377 -0.170 0.660
H 3.2866 0.0323 0.7953 -0.297 -0.032 -0.119
H 5.5573 -1.7177 -4.0295 0.200 -0.076 -0.041
H 2.0532 -0.5939 1.8811 -0.182 0.064 0.584
H -3.0819 -1.3799 0.6283 -0.211 0.408 -1.446
H -0.6661 -3.9253 0.7788 0.096 0.279 0.341
C 4.7150 -2.4093 -3.9799 0.144 0.904 0.130
C 2.1376 2.6558 0.4090 1.699 -0.105 1.243
H 0.2958 -2.2108 3.1182 0.591 -0.118 -0.136
H 1.8791 2.8835 3.1491 0.451 -0.620 -0.217
H -1.1451 3.7588 3.2253 1.492 -0.299 0.315
H -4.8313 1.8314 2.2136 0.313 0.527 -0.074
C 1.9250 1.5746 1.4486 -2.762 -0.307 0.518
```
Forces are in eV/Å.

## Properties
* orbital gap (spin up / spin down): 4.68 / 6.30 eV
* spin multiplicity: 5
* expectation value of S²: 6.29
* net charge: -1
* E: -4603.56055 hartree
* LUMO (spin up / spin down): 0.7 / 2.1 eV
* HOMO level (spin up / spin down): -3.97 / -4.16 eV

***

No. 3
This record from the OMol25 dataset describes 3 unconnected molecules or ions with the total composition C16H35N3O5 at a distorted geometry. The level of theory is ωB97M-V/def2-TZVPD.

Geometry as XYZ:
```
59
Properties=species:S:1:pos:R:3:forces:R:3
H -0.8522 0.1184 -0.2650 -0.029 0.079 -0.039
H 4.2532 1.4513 -0.3917 -0.205 -1.593 0.958
H 1.6986 3.1776 0.8911 -0.159 -0.101 -0.037
H 3.6301 -0.2355 -0.7285 0.324 0.829 1.431
H -2.2535 0.7698 0.5919 0.070 0.029 -0.039
H -4.0076 -1.0087 1.1065 0.179 -0.178 0.095
C 0.0633 2.7439 -2.0256 -0.075 -0.250 -0.037
C -0.9624 3.8256 -2.3622 -0.089 0.172 -0.263
C 6.4125 -0.2121 -1.1569 1.137 -2.283 0.575
N -2.9868 -2.8209 0.8564 0.179 0.156 0.114
C -3.0140 -4.1424 0.2329 -0.014 0.158 -0.090
C 4.1407 0.4052 0.0734 0.529 -0.725 -0.890
H 2.2027 3.6433 -0.7030 -0.185 -0.096 -0.092
H -1.4705 -3.2777 2.2024 -0.089 -0.047 -0.168
O 8.5490 0.6440 1.5300 -2.685 -0.345 -4.334
H -5.6488 -2.4078 2.1935 -0.010 -0.137 -0.051
C -2.4773 -2.8437 2.2250 0.244 0.013 -0.070
C -4.1693 -1.9897 0.6459 0.036 -0.010 -0.264
H -2.0143 1.1652 -1.1055 0.036 -0.041 0.047
H -4.2911 -3.7416 -1.4920 0.074 -0.006 -0.010
H -6.3267 -1.9888 0.6310 0.074 -0.049 0.032
O 5.9708 0.7070 -2.1789 1.393 0.584 2.574
C 5.6229 -0.1799 0.2554 -1.499 2.505 -1.930
H -0.2780 1.9911 1.2649 0.151 0.195 -0.101
N 0.4135 2.5555 -0.6199 0.276 -0.019 0.029
N 5.0397 0.1492 -2.9973 -2.772 0.415 -0.527
C -5.5150 -2.5383 1.1192 -0.302 0.129 0.072
H 5.7266 -1.1688 0.8102 -0.005 1.416 -0.558
H -2.0319 -4.6090 0.3679 -0.051 0.144 0.220
H 3.5502 0.4277 1.0457 0.865 -0.073 -1.383
H 0.9760 2.9320 -2.6021 0.049 0.028 0.264
C -3.2901 -4.1169 -1.2654 -0.089 0.060 -0.020
H -2.3263 -1.8135 2.5705 -0.133 -0.030 -0.181
H -2.5578 -3.5002 -1.7928 -0.073 0.023 0.080
H -0.5135 4.8193 -2.3699 -0.113 -0.020 0.089
O 6.3299 0.9638 0.8374 2.401 -2.525 0.252
C -1.4930 0.9975 -0.1598 -0.005 0.016 -0.105
H -1.3780 3.0622 0.4085 -0.128 0.056 0.080
H -2.6868 -3.7460 4.1747 -0.011 0.010 -0.076
H -1.3616 3.6518 -3.3671 0.033 0.003 0.089
H -3.7443 -4.8034 0.7149 -0.060 -0.150 0.001
C 0.7569 4.9605 0.1815 0.094 0.314 0.009
O 7.7753 0.0997 -0.7090 -0.824 0.613 1.590
H -4.1741 -3.0343 3.5820 -0.011 -0.098 -0.052
H -3.2269 -5.1312 -1.6682 -0.001 0.065 0.064
H -4.2472 -1.7701 -0.4226 0.085 -0.125 -0.010
O 4.1094 0.8920 -3.1179 1.856 -1.239 -0.374
H -5.6488 -3.5946 0.8756 0.053 0.044 0.015
C -0.6911 2.2178 0.2756 0.033 -0.096 -0.151
C -3.2917 -3.5968 3.2750 -0.071 0.006 0.316
H 0.6568 5.5233 -0.7472 -0.089 -0.029 0.058
H -3.6082 -4.5835 2.9323 0.005 0.050 -0.023
C 1.3156 3.5602 -0.0628 0.145 -0.163 0.124
H 1.4439 5.5265 0.8180 -0.033 -0.066 -0.028
H -0.3047 1.7912 -2.4166 -0.031 -0.022 0.151
C 7.7028 0.5757 0.6326 -0.017 0.825 2.083
H -1.8112 3.8303 -1.6747 0.067 -0.017 0.002
H 6.5255 -1.2668 -1.6058 -0.554 1.629 0.529
H -0.2107 4.9441 0.6862 0.024 -0.032 -0.039
```
Forces are in eV/Å.

## Properties
* orbital gap: 7.56 eV
* spin multiplicity: 1
* SMILES string: C[C@@H]1OC(=O)O[C@@H]1ON=O.CCN(CC)CC.CCN(CC)CC
* relative energy (zero: lowest compared OMol25 entry of this formula, charge and spin): 4.806 eV
* E: -1170.92606 hartree
* LUMO: -0.6 eV
* HOMO level: -8.18 eV

***

No. 4
This record from the OMol25 dataset describes a molecular structure, C16H36As2F12PRb at a distorted geometry. The level of theory is ωB97M-V/def2-TZVPD.

Geometry as XYZ:
```
68
Properties=species:S:1:pos:R:3:forces:R:3
As -4.6542 -10.1378 6.4889 1.331 0.376 -0.040
F -1.0606 -2.0838 7.3443 0.111 1.541 -0.840
F -2.2254 1.2741 6.7368 1.168 -1.464 -0.217
H -0.3994 6.4221 -1.6391 0.041 0.510 -0.035
C 2.0915 0.9538 -4.2978 -1.175 -0.029 0.599
H 4.0246 -0.6797 1.6440 -0.204 -0.179 -0.027
F -4.4222 -10.3084 4.6867 -0.492 -0.019 1.707
H 3.7237 1.7147 -0.1560 0.081 0.138 -0.469
H -0.8648 0.5554 -3.1059 0.717 -0.668 -0.209
C 0.9849 2.6774 -0.5059 0.214 0.138 0.091
C -0.4561 6.3292 -0.5545 -0.006 -0.887 0.000
F -2.8781 -10.4322 6.6778 -1.318 -0.118 -0.466
H 1.4780 5.4808 -0.5640 0.286 0.002 0.065
F -4.6534 -9.9883 8.2638 -0.578 0.035 -1.363
C -0.7447 0.8641 -2.0675 -0.860 -0.335 -0.314
H -1.3814 1.7447 -2.1522 0.340 0.563 0.558
As -1.5644 -0.3885 6.9373 -0.490 -0.484 1.223
C 2.2742 0.4042 -6.8756 0.812 0.916 1.635
H 2.8048 0.2686 -3.8398 -0.101 -0.331 -0.339
C 1.7657 -0.1258 -1.0069 0.653 -0.766 -1.066
H 0.5773 2.3196 0.4396 0.350 -0.260 0.159
H 1.2826 -0.4203 -0.0753 0.259 0.353 0.240
F -4.2451 -8.4125 6.3011 -0.111 -0.722 0.121
F -6.3447 -9.6268 6.3013 1.194 -0.935 0.206
H 0.0619 4.0850 -1.9655 0.257 -0.207 -0.180
H -0.1917 7.2534 -0.0406 -0.080 -0.040 -0.220
H 2.0254 2.9694 -0.3634 0.115 -0.015 0.151
C 3.3086 -0.2475 -1.0298 -0.183 1.079 1.307
H -3.2498 -1.3207 -0.6984 0.806 -0.333 0.319
H 5.0834 0.6127 -0.2572 0.056 0.111 -0.157
H 1.1428 0.4470 -4.4747 -0.028 -0.467 0.114
C 3.8514 0.3746 1.4284 -0.100 -0.434 0.820
C 2.5810 1.4424 -5.6743 -0.918 -1.045 0.124
H -4.7367 -0.4782 -2.1947 -0.291 0.482 0.045
C -1.4492 -0.1334 -1.0937 -0.019 1.030 0.852
H 3.5421 -1.2693 -0.7305 0.204 -0.086 -0.560
H 3.6424 1.5825 -5.4698 0.079 0.526 -1.006
F -5.0387 -11.8665 6.6482 0.174 1.525 -0.371
H 2.7055 2.4092 -2.7727 -0.008 0.721 -0.322
H 2.0097 2.3476 -5.8804 0.616 0.351 -0.186
H -0.8767 3.5968 -0.5876 -0.286 0.135 -0.158
H -1.7130 0.4612 -0.2190 0.393 0.053 0.416
H -3.5749 0.7305 -2.7786 -0.506 0.380 -0.132
H 1.3531 -0.8299 -1.7295 0.105 -0.583 -0.142
H 2.3617 -0.6167 -6.5039 0.219 -0.049 -0.083
H -1.4936 6.0644 -0.3507 -0.033 0.100 0.295
H -2.5701 -1.4394 -2.3189 -0.335 -0.160 -0.174
H -4.2197 0.8889 -1.1147 -0.050 -0.143 -0.016
F -2.2869 -0.4302 8.5857 0.891 0.502 -1.503
F -0.9802 -0.6468 5.2297 0.363 0.806 1.450
H 1.0465 2.7477 -3.5295 0.377 0.382 0.045
P 1.0053 1.3214 -1.6800 -1.802 0.898 -0.304
H 1.2709 0.4959 -7.2917 0.051 0.328 0.153
H 4.5812 0.8880 2.0545 0.027 0.246 -0.203
Rb -0.5724 -5.8384 3.4482 -0.299 -0.063 0.446
C 0.1323 3.8657 -0.9001 -0.972 0.848 0.438
C -2.7874 -0.7495 -1.5034 -0.055 -0.164 -0.305
H 3.0179 0.5839 -7.6519 -0.184 -0.172 -0.069
H 0.6411 5.0290 0.8821 -0.338 0.021 0.105
C -3.9286 0.1912 -1.8999 1.145 -0.290 -0.739
H 3.7889 0.0902 -1.9481 -0.575 -0.825 -0.540
H 2.8756 0.6652 1.8178 -0.139 -0.157 -0.011
C 0.4982 5.1880 -0.1867 0.447 -0.255 -0.479
H -0.7368 -0.8888 -0.7621 -0.237 -0.201 -0.089
F -3.0610 -0.9873 6.2433 0.208 0.062 0.510
C 1.7747 2.0154 -3.1808 0.421 -1.459 -0.339
F 0.0349 0.3184 7.4980 -2.108 -1.087 -0.966
C 4.0181 0.6722 -0.0346 0.369 0.274 0.450
```
Forces are in eV/Å.

## Properties
* orbital gap: 8.11 eV
* spin multiplicity: 1
* relative energy (zero: lowest compared OMol25 entry of this formula, charge and spin): 4.925 eV
* E: -6666.73480 hartree
* LUMO: -2.2 eV
* HOMO level: -10.28 eV

***

In the order shown, the computed molecular weight values come out to 630.4; 656.6; 349.5; 722.7 g/mol.